No. 1
{"formula": "C43H55BBrN3O4Sr", "method": "ωB97M-V with the def2-TZVPD basis set", "species": ["Sr", "C", "C", "C", "C", "C", "C", "C", "C", "C", "C", "H", "H", "H", "H", "H", "H", "H", "H", "H", "H", "H", "H", "H", "H", "H", "O", "C", "O", "C", "C", "C", "C", "C", "N", "C", "O", "O", "H", "H", "H", "H", "Br", "C", "C", "C", "C", "C", "C", "C", "C", "C", "C", "C", "C", "N", "B", "N", "C", "C", "C", "C", "C", "C", "C", "C", "C", "C", "C", "C", "C", "C", "H", "H", "H", "H", "H", "H", "H", "H", "H", "H", "H", "H", "H", "H", "H", "H", "H", "H", "H", "H", "H", "H", "H", "H", "H", "H", "H", "H", "H", "H", "H", "H", "H", "H", "H", "H"], "positions_angstrom": [[-1.1238, -1.3219, 0.4098], [-0.9372, -0.0067, 2.7562], [-0.9999, -1.3437, 2.9058], [-2.3357, -1.8515, 2.4299], [-2.9660, -0.5884, 1.9049], [-2.1540, 0.4608, 2.1332], [-2.5146, 1.8909, 1.9580], [-4.3975, -0.5542, 1.4803], [-3.0777, -2.1384, 3.6990], [-0.0555, -2.2210, 3.6650], [0.0821, 0.9179, 3.3179], [-1.6968, 2.4668, 1.5243], [-2.7724, 2.3368, 2.9290], [-3.3748, 1.9882, 1.2937], [-4.4935, -0.1839, 0.4611], [-4.9934, 0.0990, 2.1334], [-4.8371, -1.5590, 1.4852], [-2.5776, -2.9352, 4.2626], [-4.0958, -2.4826, 3.4705], [-3.1208, -1.2311, 4.3222], [-0.4754, -3.2252, 3.8038], [0.2041, -1.7998, 4.6455], [0.8601, -2.3667, 3.0958], [0.4028, 1.6499, 2.5803], [0.9634, 0.3714, 3.6476], [-0.3358, 1.4565, 4.1798], [-5.3786, -3.2993, -2.3348], [-4.6112, -2.5175, -1.5217], [-4.3956, -1.3590, -1.7986], [-4.1598, -3.2105, -0.2717], [-5.0492, -4.0235, 0.3673], [-4.5886, -4.5746, 1.6036], [-3.3816, -4.2496, 2.0917], [-2.4734, -3.3043, 1.3931], [-2.9356, -2.8865, 0.1008], [-1.0157, -3.9766, 1.3855], [-0.9744, -5.0850, 1.9312], [-0.0474, -3.3213, 0.9138], [-5.5959, -2.7209, -3.0826], [-6.0063, -4.2654, -0.0727], [-5.2037, -5.2967, 2.1431], [-3.0041, -4.7170, 2.9981], [-0.3296, -2.4948, -2.5635], [-0.8549, 1.7254, -4.6005], [-1.1197, 1.3683, -3.1406], [-2.3934, 0.5654, -2.9957], [-1.1356, 2.6073, -2.2778], [-2.1824, 3.5170, -2.3909], [-2.2096, 4.6828, -1.6492], [-1.1748, 4.9495, -0.7649], [-0.1170, 4.0617, -0.6149], [0.9779, 4.3852, 0.3786], [0.4218, 4.5637, 1.7902], [1.7626, 5.6277, -0.0427], [-0.0932, 2.8884, -1.3829], [0.9931, 1.9994, -1.2861], [0.9963, 0.6034, -0.7706], [2.4475, 0.3162, -0.9844], [3.0959, 1.3875, -1.5750], [2.2375, 2.3933, -1.7568], [3.1898, -0.8809, -0.7711], [3.6836, -1.6085, -1.8706], [4.3719, -2.7887, -1.6360], [4.5590, -3.2624, -0.3552], [4.1165, -2.5182, 0.7189], [3.4699, -1.2973, 0.5429], [3.0818, -0.4760, 1.7723], [3.5009, 0.9970, 1.7088], [3.6654, -1.0617, 3.0619], [3.5470, -1.1263, -3.3035], [3.2603, -2.2428, -4.3005], [4.8280, -0.4084, -3.7418], [-0.7213, 0.8162, -5.1757], [0.0454, 2.3300, -4.6989], [-1.6880, 2.2844, -5.0294], [-0.3171, 0.7228, -2.8002], [-3.2763, 1.1359, -3.2918], [-2.5286, 0.2353, -1.9561], [-2.3305, -0.3340, -3.5980], [-2.9883, 3.3057, -3.0813], [-3.0333, 5.3786, -1.7549], [-1.1972, 5.8554, -0.1730], [1.6705, 3.5387, 0.3966], [-0.2881, 5.3879, 1.8377], [1.2293, 4.7733, 2.4937], [-0.0883, 3.6646, 2.1210], [1.1298, 6.5139, -0.0174], [2.1478, 5.5217, -1.0545], [2.6057, 5.7953, 0.6281], [4.1436, 1.3666, -1.8035], [2.4155, 3.3633, -2.1819], [4.7260, -3.3662, -2.4725], [5.0461, -4.2130, -0.1883], [4.2922, -2.9025, 1.7098], [1.9926, -0.5109, 1.8399], [4.5322, 1.0893, 1.3683], [3.4380, 1.4352, 2.7061], [2.8740, 1.5736, 1.0422], [4.7514, -1.1509, 2.9884], [3.2664, -2.0417, 3.3047], [3.4424, -0.3995, 3.9002], [2.7138, -0.4287, -3.3373], [4.1111, -2.9106, -4.4029], [3.0727, -1.8079, -5.2776], [2.3857, -2.8036, -3.9995], [5.6508, -1.1217, -3.7926], [5.1213, 0.3817, -3.0579], [4.7003, 0.0272, -4.7304]], "mulliken_charge": [1.134, 1.299, 0.527, 1.678, -0.312, 1.094, -1.250, -2.748, -1.952, -2.660, -1.130, -0.277, 0.269, 0.501, 0.289, 0.380, 0.512, 0.337, 0.558, 0.478, 0.504, 0.476, 0.035, -0.440, 0.415, 0.448, -0.528, -0.161, -0.505, 0.602, -0.968, -0.662, -1.750, 2.209, 0.336, -0.030, -0.851, -0.379, 0.365, 0.402, 0.349, 0.449, -0.817, -2.116, 2.765, -1.459, 0.426, -0.264, -1.780, -0.403, 0.387, 1.678, -1.507, -1.886, -0.043, 0.453, 1.520, 0.679, -0.770, -1.066, -0.013, 0.140, -0.554, -1.604, -0.477, -0.208, 3.485, -1.218, -2.607, 1.493, -1.795, -1.497, 0.484, 0.380, 0.361, -1.195, 0.176, -0.082, 0.542, 0.377, 0.340, 0.307, -0.391, 0.322, 0.443, 0.282, 0.361, 0.341, 0.465, 0.363, 0.539, 0.204, 0.332, 0.389, -1.529, 0.312, 0.509, -0.266, 0.601, 0.415, 0.469, -0.113, 0.358, 0.481, 0.327, 0.379, 0.349, 0.384], "charge": -2, "de_lowest_ev": 5.597, "fmax_ev_per_a": 6.69, "lumo_ev": 4.059}

No. 2
{"formula": "C44H40N11OPbS2Sb", "method": "ωB97M-V with the def2-TZVPD basis set", "species": ["Pb", "C", "C", "O", "N", "C", "C", "C", "C", "C", "C", "N", "H", "H", "H", "H", "H", "H", "H", "H", "H", "H", "N", "C", "C", "C", "C", "C", "C", "N", "C", "C", "C", "S", "C", "N", "H", "H", "H", "H", "H", "H", "H", "N", "C", "N", "C", "N", "N", "C", "N", "C", "C", "C", "C", "C", "N", "H", "H", "H", "H", "H", "H", "H", "H", "S", "Sb", "C", "C", "C", "C", "C", "C", "C", "C", "C", "C", "C", "C", "C", "C", "C", "C", "C", "C", "H", "H", "H", "H", "H", "H", "H", "H", "H", "H", "H", "H", "H", "H", "H"], "positions_angstrom": [[11.3903, 13.0305, 13.6846], [8.9066, 12.2711, 17.6282], [9.6535, 13.3331, 16.8114], [10.6835, 13.0597, 16.2102], [9.0959, 14.5496, 16.7809], [9.6039, 15.6768, 16.0375], [8.7767, 15.8370, 14.7757], [8.2269, 17.0280, 14.3952], [7.5766, 17.0880, 13.2041], [7.4293, 15.9445, 12.4432], [7.9723, 14.7997, 12.9404], [8.6377, 14.7225, 14.0610], [8.7187, 11.4347, 16.9547], [7.9447, 12.6494, 18.0304], [9.4693, 11.9084, 18.4590], [8.3169, 14.6881, 17.4302], [10.6634, 15.5388, 15.7679], [9.6370, 16.5543, 16.6943], [8.3144, 17.9655, 14.9855], [7.2011, 18.0277, 12.9145], [6.9488, 16.0305, 11.4577], [7.8940, 13.8309, 12.4010], [9.8177, 12.0690, 9.3599], [11.0129, 12.6027, 8.8734], [11.5809, 12.7055, 7.5799], [12.8556, 13.2066, 7.5304], [13.5536, 13.6215, 8.6539], [12.9825, 13.5669, 9.9104], [11.6896, 13.0429, 10.0057], [10.9440, 12.7783, 11.1391], [9.8925, 12.1417, 10.6974], [8.8796, 11.6465, 11.6152], [7.6308, 11.1313, 11.3492], [6.9067, 10.6283, 12.7565], [8.2241, 11.2345, 13.6615], [9.1699, 11.7224, 12.9552], [9.1389, 11.4885, 8.8678], [11.1529, 12.3615, 6.6508], [13.3834, 13.2644, 6.5418], [14.5636, 13.9430, 8.4812], [13.5427, 13.9358, 10.7828], [7.1268, 10.9832, 10.3667], [8.2265, 11.1905, 14.7381], [14.4495, 15.0024, 13.4756], [14.8807, 13.7440, 13.5416], [16.1690, 13.4994, 13.6615], [16.5514, 12.2296, 13.6017], [17.8231, 11.9475, 13.7561], [15.7259, 11.1810, 13.3025], [14.4781, 11.4892, 13.3196], [13.9400, 12.7226, 13.4651], [13.5017, 10.3697, 13.2079], [13.9791, 9.1657, 12.8349], [13.1200, 8.0925, 12.8038], [11.8736, 8.2963, 13.2751], [11.4224, 9.5761, 13.6674], [12.2429, 10.6222, 13.5932], [15.1252, 15.7212, 13.5279], [13.5004, 15.1885, 13.2044], [18.4829, 12.6741, 13.7019], [18.1468, 11.0358, 13.4332], [15.0047, 9.0555, 12.5068], [13.4095, 7.0878, 12.4983], [11.1922, 7.4660, 13.3442], [10.4119, 9.7621, 14.0088], [11.3365, 16.1453, 12.4556], [12.2689, 18.1600, 12.7487], [10.7580, 19.5697, 12.3352], [9.7028, 19.1930, 11.5072], [8.7324, 20.1499, 11.1913], [8.8073, 21.4161, 11.7453], [9.7723, 21.7936, 12.6538], [10.8115, 20.8695, 12.9157], [12.8533, 18.5866, 14.7209], [11.9276, 18.8505, 15.7265], [12.3678, 19.2033, 16.9777], [13.7249, 19.3520, 17.2181], [14.6737, 19.1654, 16.2120], [14.2224, 18.7860, 14.9565], [14.0297, 18.5280, 11.6259], [14.6599, 19.7982, 11.6332], [15.7669, 20.0300, 10.8170], [16.2260, 18.9595, 10.0826], [15.6814, 17.6820, 10.1048], [14.5426, 17.4711, 10.8714], [9.6218, 18.1548, 11.0805], [7.9726, 19.8923, 10.4758], [8.0345, 22.1259, 11.4210], [9.7487, 22.7802, 13.0091], [11.6463, 21.1385, 13.5619], [10.8757, 18.8759, 15.5530], [11.6444, 19.4957, 17.7193], [14.1019, 19.6648, 18.1929], [15.7179, 19.3596, 16.3541], [14.9268, 18.5678, 14.1815], [14.2975, 20.5878, 12.3227], [16.3194, 20.9535, 10.8275], [17.1535, 19.0549, 9.5045], [16.1997, 16.9231, 9.5625], [14.0232, 16.5144, 10.8936]], "mulliken_charge": [1.734, -1.050, 0.616, -0.787, -0.003, -0.472, 0.405, -0.794, -0.435, -1.065, 0.625, 0.235, 0.203, 0.336, 0.354, 0.251, 0.001, 0.373, 0.325, 0.657, 0.419, -0.139, -0.041, 0.713, -1.443, -0.372, -1.028, -0.036, -0.225, 1.003, 0.140, -1.089, -0.201, -0.171, -0.431, 0.985, 0.310, 0.429, 0.340, 0.515, 0.433, 0.403, 0.080, 0.175, 0.355, -0.710, 0.219, -0.317, -0.586, 0.005, 0.209, 0.286, -0.383, -0.633, -0.926, -0.106, 0.116, 0.140, -0.560, 0.272, 0.285, 0.496, 0.454, 0.429, 0.523, -0.462, 1.126, 0.788, -0.483, -0.661, -0.377, -0.961, -0.399, 0.477, -0.345, -0.779, -0.487, -0.782, -0.591, 0.480, -0.174, -0.862, -0.407, -0.720, -0.276, 0.274, 0.464, 0.359, 0.487, 0.364, 0.627, 0.465, 0.375, 0.472, 0.392, 0.343, 0.413, 0.329, 0.480, 0.206], "charge": 2, "de_lowest_ev": 0.000, "fmax_ev_per_a": 2.56, "lumo_ev": -4.560}

No. 3
{"formula": "CH3OPS", "method": "ωB97M-V with the def2-TZVPD basis set", "species": ["C", "O", "P", "S", "H", "H", "H"], "positions_angstrom": [[1.1341, 0.0358, 0.8294], [-1.7158, -0.4518, -0.9654], [-1.2547, 0.4856, 0.3040], [1.8019, -0.8974, -0.2926], [1.6383, 0.3058, 1.7097], [-0.9387, -1.1308, -1.0803], [-0.6652, 1.6528, -0.5047]], "mulliken_charge": [-0.311, -0.408, 0.244, -0.206, 0.293, 0.310, 0.078], "charge": 0, "de_lowest_ev": 2.614, "fmax_ev_per_a": 4.46, "lumo_ev": -0.538}

No. 4
{"formula": "CHIN2O2S", "method": "ωB97M-V with the def2-TZVPD basis set", "species": ["C", "N", "N", "O", "O", "S", "I", "H"], "positions_angstrom": [[2.1955, 0.3957, -1.8410], [2.4681, 0.2079, -0.7693], [-0.2032, 0.4193, -0.0615], [1.3910, 2.2528, 0.4971], [2.6151, -0.1849, 0.3666], [0.7422, 1.0644, 1.0653], [1.9221, 1.3383, -3.5898], [-0.6359, -0.4668, 0.3655]], "mulliken_charge": [-0.127, 0.603, -0.487, -0.471, -0.662, 0.568, 0.322, 0.254], "charge": 0, "de_lowest_ev": 1.959, "fmax_ev_per_a": 4.68, "lumo_ev": -0.555}

No. 5
{"formula": "C6H9N", "method": "ωB97M-V with the def2-TZVPD basis set", "species": ["C", "C", "C", "C", "N", "C", "C", "H", "H", "H", "H", "H", "H", "H", "H", "H"], "positions_angstrom": [[-1.9005, 1.1375, -0.4927], [-1.0625, 0.9639, 0.7432], [-1.1127, 1.0509, 2.0322], [0.4751, 0.6402, 0.6722], [0.7711, -0.7772, 0.7545], [1.8691, -1.2199, -0.0861], [0.4675, -1.5648, -0.4220], [-1.4531, 1.9083, -1.1342], [-2.9178, 1.4491, -0.2431], [-1.9873, 0.2215, -1.0894], [0.7701, 1.0803, -0.2949], [1.0773, 1.1487, 1.4360], [2.5384, -1.9655, 0.3381], [2.3429, -0.4630, -0.7119], [0.0324, -1.0440, -1.2751], [0.0900, -2.5661, -0.2268]], "mulliken_charge": [-1.101, 0.813, -0.724, -0.677, -0.286, -0.461, -0.263, 0.303, 0.326, 0.291, 0.370, 0.479, 0.244, 0.233, 0.212, 0.241], "charge": 0, "de_lowest_ev": 5.384, "fmax_ev_per_a": 0.69, "lumo_ev": 0.518}

No. 6
{"formula": "C2H3IN4", "method": "ωB97M-V with the def2-TZVPD basis set", "species": ["C", "C", "N", "N", "N", "N", "I", "H", "H", "H"], "positions_angstrom": [[-1.2400, -0.0243, -0.0115], [-2.1805, -2.0429, 0.0520], [-2.5149, 0.3712, 0.0331], [-3.2849, -0.5741, -0.0805], [-1.0956, -1.4407, 0.0345], [-0.2742, 0.8169, -0.1024], [-5.4064, 0.2252, -0.1003], [-0.3431, -2.1283, -0.1529], [-0.4957, 1.8447, -0.3641], [0.7211, 0.5091, 0.1544]], "mulliken_charge": [0.322, 0.028, -0.089, -0.053, 0.067, -0.270, 0.980, 0.347, 0.342, 0.326], "charge": 2, "s2": 2.078, "fmax_ev_per_a": 5.12, "spin_multiplicity": 3, "lumo_ev": [-12.140, -13.375]}

No. 7
{"formula": "C10H24HgN6O6S", "method": "ωB97M-V with the def2-TZVPD basis set", "species": ["O", "H", "Hg", "N", "N", "N", "N", "O", "O", "O", "O", "C", "C", "C", "C", "C", "H", "H", "H", "C", "H", "H", "H", "C", "C", "H", "H", "H", "H", "H", "H", "H", "H", "C", "H", "H", "H", "O", "H", "H", "N", "C", "N", "S", "H", "H", "H", "H"], "positions_angstrom": [[-0.0786, -0.0193, -5.0891], [-0.4433, -0.0157, -5.9868], [-0.3412, 0.1075, -0.8248], [0.5186, 1.5942, 1.0555], [1.5587, 1.1132, -1.3076], [-1.5182, -1.2110, 0.6099], [-0.4772, -2.0091, -1.5878], [-0.4973, 2.0705, 1.7897], [-1.9180, -0.7916, 1.8766], [0.2128, -2.4890, -2.6912], [2.1699, 0.5907, -2.2750], [2.0287, 2.2253, -0.6741], [1.4126, 2.5430, 0.5383], [-1.5905, -2.5101, 0.4061], [-0.9939, -2.9564, -0.8347], [1.7327, 3.7015, 1.3872], [2.0477, 3.3519, 2.3841], [0.8425, 4.3377, 1.5187], [2.5333, 4.3344, 0.9779], [3.1612, 2.9672, -1.2751], [2.9097, 3.2830, -2.2950], [4.0682, 2.3477, -1.3298], [3.3978, 3.8673, -0.7013], [-2.1337, -3.4550, 1.4203], [-0.8857, -4.3657, -1.2749], [-2.7062, -2.9356, 2.1993], [-1.2940, -3.9918, 1.9037], [-2.7716, -4.2056, 0.9271], [-0.0344, -4.4780, -1.9546], [-1.7938, -4.6610, -1.8240], [-0.7819, -5.0235, -0.4011], [-1.6529, 0.1584, 1.9189], [0.5970, -1.7125, -3.1286], [-0.9643, 0.7325, -4.2715], [-0.3516, 1.3947, -3.6582], [-1.4834, 0.0289, -3.6129], [-1.6995, 1.3182, -4.8386], [-2.3721, 1.6176, -0.1585], [-3.1113, 1.0453, 0.1330], [-1.8475, 1.8591, 0.6471], [0.6351, 1.1484, 4.2059], [0.7594, 0.0647, 3.4213], [0.5033, -1.1345, 3.9411], [1.4999, 0.1598, 1.8380], [0.0919, 1.0719, 5.0692], [0.6155, 2.0668, 3.7506], [0.5403, -1.9330, 3.3206], [-0.0947, -1.2030, 4.7547]], "mulliken_charge": [-0.506, 0.286, 1.318, 0.776, 0.119, 0.164, -0.019, -0.890, -0.624, -0.502, -0.619, 0.224, 0.178, 0.207, 0.295, -1.519, 0.203, 0.252, 0.405, -1.313, 0.303, 0.274, 0.349, -1.529, -1.433, 0.385, 0.256, 0.397, 0.440, 0.251, 0.341, 0.341, 0.356, -0.258, 0.052, 0.064, 0.400, -0.672, 0.310, 0.340, -0.409, 0.689, -0.382, -0.178, 0.230, 0.195, 0.217, 0.238], "charge": 0, "fmax_ev_per_a": 1.82, "lumo_ev": [-0.298, -0.467]}

No. 8
{"formula": "C4H6IN3", "method": "ωB97M-V with the def2-TZVPD basis set", "species": ["C", "N", "N", "C", "C", "C", "N", "I", "H", "H", "H", "H", "H", "H"], "positions_angstrom": [[0.5827, 0.5532, -1.5497], [-0.1554, 0.3342, -0.3457], [-1.0989, 1.1722, -0.0059], [-1.6510, 0.6547, 1.1013], [-1.0457, -0.4141, 1.5548], [-0.0345, -0.6440, 0.5921], [1.0068, -1.6043, 0.6219], [1.1803, -2.9715, -0.9633], [0.2781, -0.0821, -2.3276], [0.3824, 1.4984, -2.0034], [1.7481, 0.6644, -1.3852], [-2.5311, 1.1843, 1.4995], [-1.3995, -0.9403, 2.4953], [1.0167, -2.1168, 1.4477]], "mulliken_charge": [-0.969, 0.887, -0.980, -0.241, -0.546, 0.494, -0.713, 0.089, 0.380, 0.361, 0.268, 0.403, 0.246, 0.321], "charge": 0, "de_lowest_ev": 0.613, "fmax_ev_per_a": 5.84, "smiles": "Cn1nccc1NI", "lumo_ev": -0.602}